The following is a quantum chemistry calculation of a molecular structure, C14H14N3O3S4SbTl, from the Open Molecules 2025 dataset.

Element x y z (Å)
Tl 0.0482 0.6189 -0.2692
N -1.0442 -0.6939 1.7056
C -2.3012 -1.2548 1.2120
C -3.0886 -0.2415 0.3706
O -4.3342 -0.2943 0.3834
N -2.3389 0.5591 -0.3655
C -2.9074 1.5826 -1.1596
C -1.8051 2.5087 -1.7869
O -2.2510 3.4973 -2.3903
O -0.5972 2.1534 -1.6432
H -0.4389 -1.4097 2.0907
H -1.2319 -0.0287 2.4496
H -2.9588 -1.5993 2.0166
H -2.0726 -2.1020 0.5607
H -3.5942 2.2275 -0.6034
H -3.4357 1.1870 -2.0375
S 0.1975 0.5979 4.9864
Sb -0.2381 2.7325 4.3242
S 0.2636 2.8751 1.8431
S -1.7241 2.5902 2.3290
C 3.1758 0.2825 1.8997
C 3.5116 -0.6404 0.7641
C 4.8496 -1.0149 0.5108
C 5.1230 -1.8307 -0.5484
C 4.0789 -2.2934 -1.3775
C 4.3194 -3.1215 -2.4908
C 3.2597 -3.5450 -3.2523
C 1.9521 -3.1799 -2.9249
C 1.6478 -2.3641 -1.8367
S -0.0023 -2.0264 -1.4708
C 2.7537 -1.8840 -1.0410
N 2.5247 -1.0721 0.0134
H 4.0480 0.4704 2.5261
H 2.3718 -0.1222 2.5159
H 2.8177 1.2354 1.5049
H 5.6407 -0.6515 1.1550
H 6.1403 -2.1352 -0.7732
H 5.3362 -3.4116 -2.7325
H 3.4352 -4.1738 -4.1187
H 1.1270 -3.5317 -3.5300

Orbital gap (spin up / spin down) (eV): 5.64 / 6.15
Net charge: -2
⟨S²⟩: 0.756
Energy (Ha): -2937.52349
Spin multiplicity: 2

The following is a quantum chemistry calculation of C3H5NO in the gas phase, from the Open Molecules 2025 dataset.

Element x y z (Å)
O -1.6975 0.3750 -0.0803
C -0.6217 -0.5659 0.0080
C 0.5277 0.3092 -0.4689
C 1.7804 0.1872 0.2461
N 2.7602 0.1401 0.8565
H -2.1032 0.4131 0.7833
H -0.4772 -0.9227 1.0393
H -0.8494 -1.4096 -0.6413
H -0.0249 1.2256 -0.1953
H 0.7057 0.2479 -1.5474

Orbital gap (eV): 11.83
ΔE to the lowest compared entry with this formula, charge and spin (kcal/mol): 24.9
SMILES string: N#CCCO
Energy (Ha): -247.26753

The following is a quantum chemistry calculation of a molecular structure, H26HeO13, from the Open Molecules 2025 dataset.

Element x y z (Å)
He -0.1399 0.3018 -0.0635
O 1.9762 3.5009 0.8047
H 2.4045 4.2932 1.1289
H 1.2288 3.8216 0.2999
O -0.0472 2.3834 2.3593
H -0.7805 2.9936 2.4372
H 0.6494 2.8964 1.9497
O -3.6181 -0.0821 0.5265
H -3.1350 -0.9063 0.4676
H -3.6106 0.1344 1.4589
O 4.0061 0.9254 1.1974
H 3.2611 0.3439 1.0460
H 3.8686 1.6542 0.5924
O -1.0507 -1.9696 -0.9358
H -1.3951 -1.3562 -1.5849
H -0.1833 -2.2052 -1.2649
O -1.4406 2.1011 -2.4347
H -2.3733 1.9481 -2.2832
H -1.3935 3.0036 -2.7502
O -1.8207 -0.5223 -3.2519
H -1.3058 0.2657 -3.0783
H -1.1961 -1.1373 -3.6364
O -0.4655 -3.9005 1.1539
H -0.4933 -3.2054 0.4964
H 0.3130 -3.7062 1.6759
O -2.2267 -2.0507 2.2605
H -1.8079 -2.8600 1.9673
H -2.9636 -2.3427 2.7971
O -0.0162 -0.3035 2.8570
H -0.8266 -0.6710 2.5043
H -0.0931 0.6382 2.7037
O 1.8439 -2.6185 -1.3042
H 1.9130 -1.8795 -0.6998
H 2.1962 -2.2867 -2.1301
O 1.8469 -0.8529 0.6651
H 1.9424 -1.6994 1.1016
H 1.2195 -0.3734 1.2061
O 1.2058 1.5753 -3.6154
H 0.5516 1.9802 -3.0460
H 1.9563 2.1684 -3.5782

Orbital gap (eV): 10.27
ΔE to the lowest compared entry with this formula, charge and spin (kcal/mol): 29.3
Energy (Ha): -996.61965

The following is a quantum chemistry calculation of a molecular structure, C51H46GaN3O3P2S3, from the Open Molecules 2025 dataset.

Element x y z (Å)
Ga -0.8104 3.0047 1.6245
S -3.1592 0.3807 4.1125
C -2.0376 1.0524 5.1907
C -1.2696 2.0204 4.5758
C -1.5929 2.1811 3.2089
C -2.7561 1.4559 2.8795
C -3.2840 1.3942 1.5111
C -4.4729 0.7624 1.1217
C -4.7011 0.6468 -0.2398
C -3.8624 1.2702 -1.1901
C -2.7805 2.0536 -0.7141
N -2.5544 2.0898 0.6023
H -1.9688 0.6284 6.1457
H -0.5111 2.5656 5.1064
H -5.1222 0.2981 1.8637
H -5.4194 -0.0560 -0.5570
H -4.1162 1.2480 -2.1932
H -2.1350 2.5826 -1.4162
C 4.1135 -3.2130 -5.2736
S 3.7014 -4.5390 -4.0926
C 3.0894 -3.5858 -2.7196
C 1.5928 -3.2011 -2.7211
C 1.1302 -2.4372 -1.4067
N -0.1665 -1.7798 -1.5333
P -0.3375 -0.3037 -2.3380
C -0.4305 -0.5885 -4.2082
C 0.4354 -0.0210 -5.1276
C 0.2649 -0.2691 -6.4819
C -0.7201 -1.0887 -6.8804
C -1.5804 -1.6852 -5.9935
C -1.4517 -1.4245 -4.6718
C 1.2077 0.7221 -2.2157
C 0.9779 1.9306 -1.5849
C 1.9927 2.8340 -1.3309
C 3.3574 2.4073 -1.5128
C 3.6376 1.1524 -1.9772
C 2.5243 0.2858 -2.3766
P -1.4155 -1.9817 -0.3924
C -0.4608 -2.2824 1.2396
C -0.2189 -1.1274 2.0093
C 0.5192 -1.2198 3.1790
C 0.9289 -2.4410 3.6396
C 0.8395 -3.6000 2.8280
C 0.0000 -3.5327 1.6853
C -2.0136 -3.6387 -0.6178
C -2.0261 -4.3700 -1.8165
C -2.7747 -5.5767 -1.8947
C -3.4312 -6.0652 -0.8437
C -3.4723 -5.3998 0.3811
C -2.7228 -4.2063 0.4569
H 4.3836 -3.6930 -6.2051
H 4.9628 -2.6946 -4.8971
H 3.2251 -2.6425 -5.3926
H 3.5519 -2.6180 -2.6831
H 3.3017 -4.1011 -1.7744
H 0.9361 -4.0183 -2.9110
H 1.5386 -2.5058 -3.5702
H 1.8579 -1.6814 -1.1873
H 1.0652 -3.1145 -0.6317
H 1.2616 0.6190 -4.8025
H 1.0310 0.0844 -7.1271
H -0.7118 -1.3697 -7.9588
H -2.3983 -2.2750 -6.3275
H -2.0965 -1.7840 -3.9918
H -0.0438 2.1820 -1.2496
H 1.7829 3.7898 -0.8838
H 4.2122 3.1115 -1.2928
H 4.6458 0.8962 -2.2247
H 2.8561 -0.6634 -2.9045
H -0.5671 -0.1344 1.6410
H 0.8586 -0.3194 3.6746
H 1.4408 -2.5190 4.5813
H 1.2141 -4.5303 3.2681
H -0.1156 -4.4429 0.9820
H -1.4355 -4.0724 -2.6510
H -2.8145 -6.0863 -2.8429
H -4.0447 -6.9416 -0.9319
H -4.0702 -5.6692 1.1896
H -2.8082 -3.6028 1.3474
C -1.1265 4.9224 1.1329
C -1.7502 5.4907 2.3794
C -0.9213 5.8748 3.4955
C -1.5034 6.3082 4.6945
C -2.9130 6.2954 4.8415
C -3.7399 5.8678 3.7661
C -3.1364 5.5084 2.5645
H -0.2218 5.4001 0.8523
H -1.7926 5.0299 0.3174
H 0.1737 5.7564 3.4536
H -0.8744 6.6260 5.4609
H -3.3389 6.6481 5.7602
H -4.8338 5.8076 3.8861
H -3.7661 5.1476 1.7424
O 3.2097 1.8668 4.1678
S 2.7520 3.4483 3.8192
O 3.7454 4.0450 2.9012
N 1.4976 3.0882 2.8315
C 1.5689 2.0199 2.0728
O 0.5795 1.8154 1.1525
C 2.6712 1.1083 2.0295
C 2.8863 0.2586 0.9817
C 3.8609 -0.6932 1.0765
C 4.6751 -0.7906 2.2270
C 4.5097 0.1436 3.2515
C 3.5004 1.0681 3.0973
H 2.1744 0.2996 0.1050
H 4.0731 -1.3734 0.2651
H 5.4378 -1.5759 2.1942
H 5.0461 0.0519 4.1978

Orbital gap (eV): 7.94
ΔE to the lowest compared entry with this formula, charge and spin (kcal/mol): 9.8
Energy (Ha): -6163.04613

The following is a quantum chemistry calculation of a molecular structure, C3H9N5, from the Open Molecules 2025 dataset.

Element x y z (Å)
C -0.5919 1.0481 -1.6216
C 0.3437 -0.4947 0.9096
C -0.8697 -0.0132 0.5284
N 1.9239 0.1117 -0.6950
N 0.8546 -1.4637 1.6182
N -2.1389 -0.2633 0.6801
N 0.9369 0.4575 0.2309
N -0.2902 0.9011 -0.2041
H 2.6391 -0.4261 -0.2093
H 2.3806 0.9747 -0.9843
H 0.2787 -2.1394 2.1043
H 1.8475 -1.5485 1.7859
H -2.8259 0.4413 0.4377
H -2.4548 -0.8856 1.4155
H -1.6257 1.3857 -1.7549
H 0.0584 1.8067 -2.0701
H -0.4662 0.1077 -2.1714

Orbital gap (eV): 6.30
ΔE to the lowest compared entry with this formula, charge and spin (kcal/mol): 137.1
Energy (Ha): -393.29500

The following is a quantum chemistry calculation of C6H7NO2 in the gas phase, from the Open Molecules 2025 dataset.

Element x y z (Å)
C 3.1969 -0.5577 -0.0945
C 1.8837 0.1913 -0.0447
C -0.5086 -0.1733 -0.0051
C -1.1543 1.0879 -0.0191
C -2.5597 0.7979 -0.0331
C -2.7143 -0.5612 0.0304
H 3.0192 -1.4710 -0.3400
H 3.9187 0.0856 -0.7415
H 3.4075 -0.7311 0.9051
H 0.8583 -1.6995 0.3254
H -0.8609 2.1723 -0.3250
H -3.2852 1.6436 -0.1131
H -3.6346 -1.4913 -0.0171
N 0.7578 -0.6287 -0.0358
O 1.7701 1.2980 0.1730
O -1.4688 -1.1501 0.0212

Orbital gap (eV): 8.38
ΔE to the lowest compared entry with this formula, charge and spin (kcal/mol): 63.7
SMILES string: CC(=O)Nc1ccco1
Energy (Ha): -437.96634

The following is a quantum chemistry calculation of 11 unconnected molecules or ions with the total composition C50H131N9O16, from the Open Molecules 2025 dataset.

Element x y z (Å)
C 6.8036 5.2798 4.4788
C 6.2397 4.8122 3.0981
C 6.4273 5.8258 1.9480
O 5.8442 5.2806 0.8227
C 5.7753 6.2274 -0.2486
N 6.7600 3.4885 2.8564
H 6.3356 6.2496 4.6477
H 7.8734 5.4846 4.4368
H 6.5295 4.7170 5.3711
H 5.1926 4.5269 3.1998
H 7.4363 6.2245 1.8428
H 5.9491 6.7787 2.1745
H 5.0118 7.0053 -0.2483
H 5.5669 5.7080 -1.1840
H 6.7476 6.7148 -0.3207
H 6.3535 2.8387 3.5141
H 6.4257 3.3190 1.9185
C 1.5140 -1.4818 3.5659
C 1.8566 -2.8493 3.0543
C 2.0037 -3.8650 4.2082
O 3.0658 -3.4617 5.1398
C 3.0791 -4.2396 6.2695
N 0.7451 -3.4117 2.2684
H 2.3180 -0.9000 4.0168
H 0.7643 -1.5859 4.3502
H 1.0944 -0.9627 2.7041
H 2.7295 -2.7650 2.4070
H 2.3447 -4.8073 3.7792
H 1.0367 -4.0204 4.6865
H 2.1871 -4.2778 6.8948
H 3.8724 -3.7601 6.8430
H 3.2778 -5.2954 6.0849
H 0.7489 -2.6581 1.5960
H 1.0426 -4.2390 1.7712
C -1.4503 4.2375 -5.2580
C -0.8090 2.8706 -4.6575
C -0.4673 1.8307 -5.7481
O 0.1657 0.6796 -5.2469
C -0.3825 -0.0289 -4.2170
N 0.4409 3.3551 -4.1047
H -2.5240 4.0535 -5.2194
H -1.1506 4.6792 -6.2084
H -1.3011 4.9949 -4.4885
H -1.4323 2.6186 -3.7995
H 0.1529 2.2987 -6.5126
H -1.2714 1.6859 -6.4697
H -1.3579 -0.4522 -4.4567
H -0.5751 0.6037 -3.3505
H 0.3316 -0.7973 -3.9208
H 0.7892 2.5353 -3.6285
H 0.9097 3.5073 -4.9863
C 1.8895 4.2121 2.9965
C 1.8535 3.2342 1.8350
C 1.4113 3.8892 0.5335
O -0.0238 3.8253 0.4832
C -0.5988 3.9513 -0.7597
N 3.2447 2.8085 1.8635
H 2.3783 5.0850 2.5638
H 2.4316 3.8890 3.8852
H 0.8754 4.5568 3.1987
H 1.1050 2.4667 2.0320
H 1.8427 3.3852 -0.3313
H 1.7776 4.9148 0.4863
H -1.6371 4.2559 -0.6286
H -0.7999 3.1305 -1.4482
H -0.1316 4.7229 -1.3717
H 3.7242 3.6886 1.9879
H 3.6681 2.2628 1.1266
C -0.8721 -4.8043 -3.3281
C -1.8151 -5.9655 -3.2883
O -1.2632 -7.1152 -2.6607
H -1.2220 -3.9226 -3.8650
H 0.0782 -4.9884 -3.8293
H -0.6435 -4.5159 -2.3021
H -2.2401 -6.1934 -4.2659
H -2.6833 -5.6110 -2.7327
H -1.3960 -7.8378 -3.2786
C 3.0317 -3.8379 -2.2929
C 2.8823 -2.8992 -3.4046
O 2.6000 -1.5697 -3.0776
H 3.9720 -3.6865 -1.7627
H 3.0880 -4.8506 -2.6921
H 2.1670 -3.6807 -1.6483
H 2.1201 -3.2276 -4.1113
H 3.7677 -3.0004 -4.0323
H 3.3843 -1.0170 -3.0447
C -6.2211 4.5925 0.5526
O -5.4483 3.4369 0.2809
C -4.0596 3.5036 0.6380
C -3.4227 2.3406 -0.1223
N -3.6920 2.4171 -1.5322
C -3.3567 1.2595 -2.3160
C -4.0685 1.3528 -3.6797
O -3.3267 0.8208 -4.7931
C -4.0341 1.0086 -6.0375
H -7.2804 4.4242 0.3586
H -5.8610 5.4844 0.0398
H -6.1862 4.6923 1.6375
H -3.8665 3.3717 1.7026
H -3.6795 4.5022 0.4230
H -3.9101 1.4458 0.2648
H -2.3798 2.3125 0.1934
H -4.6911 2.5650 -1.5244
H -3.7380 0.4303 -1.7201
H -2.2771 1.2972 -2.4618
H -4.2321 2.3848 -3.9899
H -5.0280 0.8386 -3.6245
H -5.0393 0.6007 -6.1437
H -3.4167 0.4656 -6.7530
H -4.2410 2.0483 -6.2912
C -3.4082 -2.0783 -0.7286
O -2.2767 -1.3754 -0.1726
C -1.0209 -1.7246 -0.7992
C -0.0947 -0.6459 -0.4242
N 1.3538 -1.0504 -0.5612
C 2.2776 -0.0289 -0.0788
C 3.7807 -0.4535 -0.1382
O 4.5191 0.3125 0.7949
C 5.8795 0.0942 0.9883
H -3.5502 -1.8025 -1.7735
H -4.2745 -1.5758 -0.2983
H -3.3311 -3.1624 -0.6445
H -0.9928 -1.8313 -1.8837
H -0.6219 -2.6753 -0.4455
H -0.2140 -0.4287 0.6373
H -0.4060 0.2931 -0.8818
H 1.6585 -1.3994 -1.4587
H 1.9503 0.2055 0.9342
H 2.0272 0.8313 -0.6996
H 4.2213 -0.3216 -1.1264
H 3.7964 -1.5164 0.1027
H 6.3623 0.3609 0.0481
H 6.0583 -0.9281 1.3218
H 6.4377 0.6019 1.7749
C -2.1759 -1.4184 3.7560
O -3.5815 -1.2269 4.0078
C -4.4249 -1.5275 2.9296
C -4.5485 -3.0776 2.6486
N -4.8966 -3.7682 3.8735
C -6.2870 -3.6376 4.2830
C -6.6929 -4.4440 5.5347
O -7.4665 -5.5936 5.3025
C -7.9132 -6.2904 6.4504
H -1.7861 -2.4360 3.7324
H -1.7261 -1.1098 4.6998
H -1.6517 -0.8957 2.9560
H -4.0812 -1.0675 2.0031
H -5.3886 -1.0658 3.1446
H -3.5962 -3.5531 2.4136
H -5.0278 -3.3292 1.7025
H -4.4649 -3.2820 4.6463
H -6.8142 -4.1222 3.4612
H -6.6780 -2.6213 4.3328
H -7.3790 -3.7041 5.9471
H -5.8874 -4.7207 6.2150
H -8.3599 -7.2422 6.1628
H -8.6907 -5.6725 6.8994
H -7.0998 -6.5558 7.1257
C -6.4561 -2.0505 -5.0404
O -7.3061 -1.1148 -4.4507
C -7.1125 -0.9443 -3.0643
C -7.8807 0.2864 -2.5799
N -7.5661 1.4954 -3.2868
C -8.5580 2.5447 -2.9522
C -8.1311 3.9223 -3.6167
O -9.1467 4.9072 -3.3479
C -8.6397 6.2025 -3.2327
H -6.1660 -3.0086 -4.6093
H -5.5527 -1.5380 -5.3712
H -6.8894 -2.3220 -6.0030
H -6.0652 -0.6667 -2.9453
H -7.2669 -1.8911 -2.5469
H -7.8361 0.5602 -1.5258
H -8.9003 0.0238 -2.8623
H -7.7169 1.3559 -4.2757
H -8.7565 2.5711 -1.8808
H -9.4649 2.4198 -3.5439
H -8.0920 3.9267 -4.7060
H -7.1124 4.2209 -3.3699
H -7.8308 6.3844 -3.9402
H -8.0790 6.3342 -2.3073
H -9.4315 6.9496 -3.2868
C 10.9596 0.1149 -1.3028
O 10.3259 -0.5651 -0.2261
C 10.7545 -1.9097 -0.1944
C 10.4393 -2.4958 1.1856
N 9.0345 -2.4173 1.4619
C 8.7492 -2.5952 2.9012
C 7.3372 -3.0971 3.1456
O 7.4254 -3.6687 4.4557
C 6.2310 -4.2016 5.0479
H 10.8983 -0.5281 -2.1809
H 12.0250 0.3346 -1.2333
H 10.4998 1.0868 -1.4818
H 11.8032 -1.9868 -0.4815
H 10.1395 -2.5130 -0.8622
H 11.1089 -2.0790 1.9379
H 10.6135 -3.5705 1.2370
H 8.7906 -1.5621 0.9832
H 8.8996 -1.6843 3.4807
H 9.4234 -3.3363 3.3306
H 6.9327 -3.9664 2.6272
H 6.7550 -2.1835 3.0250
H 6.3200 -5.2423 5.3595
H 5.4246 -4.0469 4.3310
H 6.0224 -3.5187 5.8714

Orbital gap (spin up / spin down) (eV): 1.35 / 8.12
Net charge: -1
⟨S²⟩: 0.750
Energy (Ha): -3679.64357
Spin multiplicity: 2

The following is a quantum chemistry calculation of 2 unconnected molecules or ions with the total composition C5H12NO2, from the Open Molecules 2025 dataset.

Element x y z (Å)
C -0.1961 -0.0438 -2.1248
O 0.7541 0.8585 -2.2946
C -0.7066 -0.1316 -0.5944
C -0.5013 1.1402 0.2250
C 0.7623 0.9344 1.1040
C 1.1074 -0.4427 1.6521
O -0.0424 -1.1328 1.9225
N -2.0324 -0.5714 -0.2747
H -0.0991 -1.2339 -2.2595
H -1.1039 0.1868 -2.8930
H 0.1811 -0.7973 -0.2136
H -0.2621 2.0150 -0.4084
H -1.4212 1.4109 0.8036
H 1.5950 1.3410 0.5406
H 0.6803 1.6615 1.8597
H 2.1239 -1.4002 0.1514
H 2.0116 -0.3719 2.3747
H 1.4667 -1.0291 0.6701
H -2.3123 -1.3467 -0.8793
H -2.0050 -1.0470 0.6386

Orbital gap (eV): 4.92
ΔE to the lowest compared entry with this formula, charge and spin (kcal/mol): 189.1
Net charge: -1
Energy (Ha): -402.72806

Question: What is the formula in the third record?
Answer: H26HeO13